Record 1
ORCA calculation (wB97M-V/def2-TZVPD) on a 16-piece molecular cluster, C48H136N8O16 overall at a distorted geometry.

```
208
C48H136N8O16 (wB97M-V/def2-TZVPD)
C 6.003 1.232 -0.406
C 5.418 -0.108 -0.651
C 5.491 -0.955 0.617
O 5.078 -2.275 0.330
C 5.011 -3.019 1.533
N 3.969 -0.030 -1.105
H 7.071 1.224 -0.141
H 5.503 1.609 0.441
H 5.866 1.802 -1.352
H 5.958 -0.639 -1.414
H 4.896 -0.522 1.444
H 6.502 -1.049 1.102
H 4.434 -2.445 2.250
H 6.001 -3.083 2.017
H 4.547 -4.018 1.436
H 3.827 0.825 -1.667
H 3.794 -0.858 -1.689
C 7.226 1.234 4.414
C 7.165 2.390 3.463
C 5.719 2.877 3.236
O 4.922 1.835 2.744
C 3.572 2.276 2.542
N 7.906 3.566 4.017
H 6.915 0.454 3.788
H 6.681 1.326 5.378
H 8.235 1.011 4.631
H 7.572 2.123 2.502
H 5.755 3.713 2.487
H 5.285 3.255 4.289
H 3.084 1.359 2.105
H 3.559 3.162 1.894
H 3.075 2.498 3.511
H 8.185 4.278 3.365
H 8.804 3.188 4.359
C 2.627 3.103 -4.651
C 3.599 4.269 -4.595
C 4.202 4.343 -3.210
O 3.192 4.458 -2.212
C 3.737 4.303 -0.921
N 4.670 4.120 -5.639
H 1.610 3.333 -4.308
H 2.962 2.153 -4.119
H 2.473 2.815 -5.674
H 2.946 5.175 -4.759
H 4.812 5.245 -3.071
H 4.727 3.411 -2.952
H 2.986 3.743 -0.331
H 3.904 5.295 -0.453
H 4.692 3.681 -0.969
H 4.182 3.866 -6.426
H 5.303 4.897 -5.787
C -5.311 -1.797 3.008
C -6.561 -1.884 2.014
C -6.043 -1.661 0.583
O -7.064 -1.957 -0.359
C -6.740 -1.467 -1.668
N -6.983 -3.357 1.965
H -4.511 -2.373 2.574
H -5.510 -2.183 3.989
H -5.048 -0.763 3.109
H -7.304 -1.167 2.176
H -5.171 -2.248 0.360
H -5.776 -0.597 0.455
H -7.445 -1.896 -2.443
H -5.732 -1.844 -1.979
H -6.779 -0.397 -1.660
H -7.441 -3.647 2.823
H -7.486 -3.563 1.104
C -0.265 -4.322 3.511
C -1.675 -4.518 2.968
C -2.726 -3.850 3.844
O -2.809 -4.514 5.082
C -3.342 -3.710 6.060
N -1.695 -3.908 1.586
H 0.027 -3.323 3.598
H 0.473 -4.761 2.900
H -0.269 -4.798 4.511
H -1.906 -5.588 2.910
H -3.754 -3.979 3.419
H -2.482 -2.762 4.025
H -4.149 -3.095 5.585
H -2.559 -2.998 6.393
H -3.674 -4.300 6.884
H -2.581 -4.034 1.161
H -1.499 -2.936 1.631
C -4.162 -3.773 -4.252
C -3.012 -3.721 -3.261
C -2.295 -2.388 -3.231
O -1.695 -2.220 -4.481
C -1.096 -0.927 -4.524
N -3.498 -3.963 -1.895
H -4.858 -3.177 -3.691
H -4.618 -4.719 -4.307
H -3.929 -3.454 -5.286
H -2.233 -4.449 -3.565
H -1.589 -2.259 -2.392
H -3.082 -1.611 -3.101
H -0.192 -0.853 -3.893
H -1.803 -0.084 -4.240
H -0.773 -0.738 -5.532
H -4.437 -4.336 -1.733
H -2.833 -4.346 -1.240
C 0.284 0.974 -0.652
C 0.518 0.622 0.836
C -0.728 0.154 1.646
O -1.297 -1.099 1.195
C -2.497 -1.048 0.502
N 1.514 -0.451 0.940
H 1.115 1.318 -1.202
H -0.392 1.795 -0.690
H -0.126 0.034 -1.027
H 0.845 1.509 1.321
H -1.596 0.840 1.536
H -0.496 0.150 2.703
H -2.913 -2.014 0.239
H -2.383 -0.427 -0.359
H -3.225 -0.459 1.100
H 2.254 -0.215 0.303
H 1.199 -1.371 0.622
C -4.971 2.073 -1.209
C -4.219 1.196 -2.138
C -4.822 1.264 -3.543
O -4.146 0.224 -4.211
C -4.252 0.218 -5.635
N -2.787 1.561 -2.266
H -4.410 2.312 -0.317
H -5.898 1.529 -1.009
H -5.228 3.026 -1.683
H -4.300 0.192 -1.727
H -4.447 2.236 -3.984
H -5.914 1.199 -3.739
H -4.517 1.191 -5.983
H -4.886 -0.604 -5.981
H -3.264 -0.013 -6.097
H -2.601 2.543 -2.188
H -2.348 1.096 -3.075
C -2.656 5.339 -4.536
C -1.494 4.635 -5.221
O -1.286 3.292 -4.733
H -2.413 5.728 -3.554
H -3.457 4.573 -4.344
H -3.050 6.187 -5.100
H -0.558 5.236 -5.058
H -1.732 4.502 -6.275
H -0.657 3.416 -4.035
C -3.444 -7.068 0.365
C -4.709 -6.480 1.069
O -4.836 -5.156 0.664
H -3.283 -8.023 0.856
H -2.621 -6.362 0.540
H -3.600 -7.154 -0.699
H -4.657 -6.515 2.127
H -5.553 -7.201 0.851
H -5.470 -4.626 1.225
C -3.489 4.228 2.111
C -2.600 3.292 2.893
O -1.308 3.412 2.393
H -3.639 3.977 1.032
H -3.073 5.234 2.121
H -4.497 4.214 2.624
H -2.937 2.254 3.014
H -2.665 3.668 3.947
H -0.740 2.921 3.014
C -0.524 5.296 -0.642
C 0.529 6.212 -1.384
O 0.786 5.731 -2.725
H -0.125 4.336 -0.304
H -1.362 5.064 -1.371
H -0.910 5.853 0.169
H 1.509 6.188 -0.849
H 0.256 7.276 -1.398
H 1.589 5.177 -2.646
C 5.893 -0.808 -4.150
C 5.299 0.382 -4.898
O 5.692 1.668 -4.251
H 5.688 -0.976 -3.081
H 7.002 -0.748 -4.240
H 5.561 -1.784 -4.647
H 4.182 0.321 -4.899
H 5.727 0.523 -5.895
H 5.619 2.383 -4.939
C -0.630 2.332 5.987
C -0.288 1.121 5.155
O 0.545 1.628 4.119
H -1.379 2.939 5.480
H 0.268 2.919 6.333
H -1.155 2.000 6.856
H -1.285 0.644 4.735
H 0.220 0.337 5.744
H 1.129 0.876 3.799
C 2.747 -4.736 -0.752
C 1.846 -4.684 0.491
O 1.133 -3.464 0.428
H 3.227 -3.748 -0.860
H 2.169 -4.884 -1.701
H 3.579 -5.461 -0.690
H 2.476 -4.764 1.386
H 1.122 -5.525 0.522
H 0.148 -3.545 0.378
C 2.872 -2.396 4.976
C 2.983 -1.023 4.375
O 1.862 -0.517 3.797
H 3.877 -2.804 5.303
H 2.554 -3.223 4.236
H 2.265 -2.395 5.918
H 3.850 -0.865 3.689
H 3.290 -0.422 5.214
H 1.764 -0.741 2.819
```

Calculated values
ΔE to the lowest compared entry with this formula, charge and spin	305.88	kJ/mol
Kohn-Sham gap	9.205	eV
molecular weight	1081.656	g/mol
HOMO energy	-8.5	eV
charge	0


Record 2
ORCA calculation (wB97M-V/def2-TZVPD) on a 5-piece molecular cluster, H10O5 overall.

```
15
H10O5 (wB97M-V/def2-TZVPD)
O 0.959 3.159 -0.469
H 0.826 2.371 -1.008
H 1.154 3.852 -1.110
O -1.169 -0.845 1.405
H -1.773 -0.113 1.576
H -1.751 -1.584 1.192
O 1.993 -2.497 -1.165
H 1.973 -1.730 -0.581
H 1.084 -2.581 -1.473
O 2.157 0.021 0.898
H 1.282 0.052 1.300
H 2.661 0.685 1.383
O -2.958 0.009 -0.878
H -2.984 -0.946 -1.006
H -3.456 0.149 -0.064
```

Calculated values
ΔE to the lowest compared entry with this formula, charge and spin	125.36	kJ/mol
Kohn-Sham gap	10.981	eV
molecular weight	90.075	g/mol
structure (SMILES)	O.O.O.O.O
HOMO energy	-10.9	eV
charge	0


Record 3
ORCA calculation (wB97M-V/def2-TZVPD) on one molecule with the formula C6H8OS at a distorted geometry.

```
16
C6H8OS (wB97M-V/def2-TZVPD)
S -3.362 -0.969 0.092
C -2.798 0.526 -0.039
C -1.330 0.890 -0.152
C -0.095 0.159 -0.036
C 1.330 0.795 0.351
C 2.096 -0.368 -0.213
O 1.534 -1.493 0.163
C 0.173 -1.372 -0.090
H -3.460 1.470 -0.117
H -1.288 2.048 -0.222
H 1.070 0.923 1.498
H 1.700 1.801 -0.166
H 3.044 -0.437 0.191
H 2.071 -0.271 -1.282
H -0.398 -1.988 -0.889
H -0.288 -1.713 0.908
```

Calculated values
ΔE to the lowest compared entry with this formula, charge and spin	355.13	kJ/mol
Kohn-Sham gap	7.929	eV
molecular weight	128.196	g/mol
structure (SMILES)	S=C/C=C1/CCOC1
HOMO energy	-8.6	eV
charge	0


Record 4
ORCA calculation (wB97M-V/def2-TZVPD) on C19H25AsF5NO9SeTi as an isolated structure at a distorted geometry.

```
62
C19H25AsF5NO9SeTi (wB97M-V/def2-TZVPD)
Ti -0.629 -0.063 0.111
O -0.233 1.660 -2.387
C 1.103 2.201 -2.350
C 2.236 1.268 -2.823
N 2.457 0.119 -1.950
C 1.995 -1.250 -2.222
C 0.545 -1.100 -2.520
O 0.075 -0.871 -3.659
O -0.194 -1.040 -1.433
C 3.208 0.306 -0.764
C 2.379 0.668 0.480
O 2.827 1.394 1.363
O 1.210 0.026 0.537
H -0.210 0.954 -3.119
H 1.314 2.484 -1.309
H 1.153 3.068 -3.005
H 3.144 1.893 -2.855
H 1.997 0.952 -3.857
H 2.201 -1.874 -1.324
H 2.526 -1.677 -3.083
H 3.926 1.110 -0.873
H 3.687 -0.640 -0.502
C -4.731 1.140 -1.095
C -3.689 0.129 -0.626
C -4.021 -1.326 -0.966
O -2.369 0.513 -1.129
C -3.479 0.197 0.917
O -4.354 0.544 1.701
O -2.250 -0.124 1.266
H -4.833 1.138 -2.200
H -4.442 2.128 -0.737
H -5.739 0.940 -0.644
H -3.950 -1.550 -2.039
H -5.026 -1.556 -0.584
H -3.303 -2.011 -0.474
H -2.272 1.130 -1.904
F 4.245 -5.066 -0.651
C 3.119 -4.580 -0.066
C 3.150 -3.799 1.092
F 4.341 -3.551 1.696
C 1.989 -3.186 1.580
F 2.099 -2.278 2.593
C 0.749 -3.394 0.961
Se -0.779 -2.466 1.594
C 0.727 -4.175 -0.202
F -0.414 -4.229 -0.958
C 1.892 -4.691 -0.751
F 1.872 -5.215 -2.001
C -2.146 3.032 2.944
As -0.396 2.420 2.487
C 0.125 0.901 3.668
C 0.917 3.818 2.662
O -0.548 1.866 0.872
H -2.098 3.830 3.701
H -2.760 2.197 3.281
H -2.550 3.469 2.013
H 0.113 1.210 4.732
H 1.123 0.662 3.333
H -0.581 0.092 3.449
H 0.918 4.330 3.635
H 0.752 4.564 1.858
H 1.886 3.360 2.540
```

Calculated values
ΔE to the lowest compared entry with this formula, charge and spin	0.00	kJ/mol
Kohn-Sham gap (alpha / beta)	7.300 / 7.298	eV
molecular weight	708.146	g/mol
HOMO energy (alpha / beta)	-8.3 / -8.3	eV
charge	0


Record 5
ORCA calculation (wB97M-V/def2-TZVPD) on H16O8 as an isolated structure at a distorted geometry.

```
24
H16O8 (wB97M-V/def2-TZVPD)
O -8.852 2.080 -20.882
H -8.499 2.383 -20.045
H -8.086 1.778 -21.370
O -10.473 2.581 -22.399
H -10.069 2.603 -23.266
H -9.737 2.497 -21.793
O -12.603 -0.433 -20.341
H -11.890 -1.072 -20.327
H -13.070 -0.613 -21.158
O -9.327 1.165 -18.265
H -10.228 1.314 -18.552
H -9.408 0.904 -17.348
O -12.244 -0.471 -18.181
H -12.646 -0.316 -19.036
H -11.514 -1.064 -18.364
O -11.249 1.756 -20.313
H -10.842 1.789 -21.179
H -11.832 0.998 -20.350
O -13.157 3.084 -19.630
H -13.338 3.770 -20.272
H -12.550 2.493 -20.075
O -10.684 3.180 -19.015
H -10.998 2.525 -19.640
H -9.733 3.182 -19.128
```

Calculated values
ΔE to the lowest compared entry with this formula, charge and spin	737.75	kJ/mol
Kohn-Sham gap	8.525	eV
molecular weight	144.120	g/mol
HOMO energy	-8.8	eV
charge	0


Q: Among the records above, which one has the lowest molecular weight?
A: H10O5